The molecule C18H25N5O. Source: the Open Molecules 2025 dataset; level of theory: wB97M-V/def2-TZVPD.

Summary:
highest occupied orbital energy	-8.5	eV
energy relative to the best compared isomer or geometry (same formula, charge and spin)	0.00	kJ/mol

The geometry in XYZ format:
```
49
Properties=species:S:1:pos:R:3:forces:R:3
C -2.0788 0.8832 0.3739 -0.2351 -0.0482 -0.1548
O 2.7339 -2.6043 0.0117 0.1689 0.3117 0.1714
H -2.0066 -1.3409 -0.9121 -0.0220 -0.0933 -0.0583
H -4.6138 0.7345 1.3144 -0.0651 0.1015 -0.0379
C 4.2754 3.7062 -0.1343 -0.2373 -0.0914 0.1592
H 4.1448 4.7748 -0.2824 0.0410 0.1408 -0.0430
H -2.4247 1.7785 -2.9558 -0.0399 0.0627 -0.0324
H -0.1394 2.3642 -2.9100 -0.0001 0.0551 0.1182
C 1.0228 0.2147 -1.0866 0.5666 -0.0429 0.1182
H 4.2074 3.2078 -1.0979 0.0213 -0.0320 -0.1162
H -5.6097 -1.0133 2.7276 -0.0749 0.0069 0.0256
C -0.4906 1.8893 -1.9846 -0.0371 0.4585 -0.0427
C -2.0244 1.8889 -1.9458 -0.0472 -0.1708 0.0481
H 2.2103 3.3283 0.3698 0.0878 0.0858 0.1649
N 0.0178 0.5384 -1.9134 -0.0110 0.0216 0.0348
H -1.0371 -0.1654 -3.5334 0.0296 -0.0495 0.0269
H -3.6504 0.7902 -1.0753 0.0818 0.0108 0.0272
N 1.3340 -1.0850 -0.9638 -0.1584 -0.4096 -0.0428
H -2.3726 2.8466 -1.5564 -0.0127 0.0434 -0.0565
C -4.0106 -0.1012 1.6413 0.0354 0.0013 -0.0176
C -2.1342 -0.6045 -1.7053 0.0738 0.0738 -0.0910
H -2.3766 1.8716 0.7345 0.0802 0.0468 0.0179
H 5.2660 3.5302 0.2798 0.1176 0.0116 0.0041
N 3.3277 1.7532 1.0321 0.2284 0.0053 0.1418
H 2.4567 -4.5341 -0.4555 -0.0227 0.0565 -0.0070
H -1.8645 -3.0596 2.8309 0.0484 -0.0621 0.0283
H -0.2793 -1.4086 -2.5121 -0.1170 0.1168 -0.1491
H 4.1431 1.4127 1.5176 -0.0936 -0.0588 -0.0216
C -0.8274 -0.4674 -2.5021 -0.2438 -0.4168 -0.1068
C -2.6756 -0.1707 1.2613 0.1196 0.0717 0.0827
H -0.8697 -1.3090 1.4189 0.1122 0.0117 -0.0518
N 3.0591 -0.4435 0.5095 0.3313 -0.3408 0.1738
H -2.9161 -0.9705 -2.3726 -0.0175 -0.0616 0.0100
H -0.0713 2.4419 -1.1428 -0.1026 -0.0144 -0.1636
C 2.6645 0.8221 0.3246 -0.2057 -0.5140 0.0294
C -4.5711 -1.0828 2.4378 -0.1062 -0.0049 0.0158
C -1.9126 -1.2462 1.6990 -0.0130 0.0450 0.0343
C -2.5561 0.7395 -1.0840 0.0108 0.1156 -0.0180
C -2.4710 -2.2305 2.4962 0.0122 -0.1001 0.0433
C 2.0034 -3.5774 -0.7070 -0.2475 -0.3573 -0.2515
C 2.3544 -1.3386 -0.1617 -0.0217 0.5941 0.0558
N 1.6618 1.2058 -0.4614 -0.0577 0.3136 -0.0838
H 2.0701 -3.3960 -1.7824 -0.0181 -0.0643 0.0902
H 0.9503 -3.5670 -0.4158 0.0821 -0.0426 -0.0389
C 3.1975 3.1695 0.8055 0.0573 0.2942 -0.1096
C -3.8023 -2.1520 2.8661 -0.0260 -0.0989 0.0646
H -4.2388 -2.9185 3.4895 -0.0312 -0.0569 0.0481
H -0.9927 0.8184 0.4202 0.0606 0.0896 0.0593
H 3.2527 3.6819 1.7712 -0.1018 -0.0153 -0.0990
```
Positions in Å, forces in eV/Å.